A:
The following is a DFT calculation (wB97M-V/def2-TZVPD) of an isolated molecule of C2H3NOS2.

Structure (XYZ):
```
9
Properties=species:S:1:pos:R:3
O -0.028 1.609 0.160
N -0.012 0.203 -0.112
C 1.092 -0.505 -0.280
S 2.589 0.106 0.075
C -1.245 -0.429 0.251
S -2.759 0.135 -0.043
H 0.563 1.961 -0.594
H 0.722 -1.542 -0.308
H -0.923 -1.538 0.852
```

Calculated values
SMILES: ON(C=S)C=S
HOMO-LUMO gap (eV): 7.73



B:
The following is a DFT calculation (wB97M-V/def2-TZVPD) of an isolated molecule of C2H3NOS2.

Structure (XYZ):
```
9
Properties=species:S:1:pos:R:3
S 2.712 -0.315 0.041
C 1.086 -0.259 -0.004
N 0.180 -1.270 0.022
S -1.433 -0.780 0.037
C -0.949 0.942 0.015
O 0.479 0.954 0.002
H 0.446 -2.226 -0.225
H -1.300 1.359 0.977
H -1.222 1.596 -0.864
```

Calculated values
SMILES: S=C1NSCO1
HOMO-LUMO gap (eV): 8.79



According to the calculations, the structures order from most to least stable as B, A.



A:
The following is a DFT calculation (wB97M-V/def2-TZVPD) of a structure of composition C4H6OS.

Structure (XYZ):
```
12
Properties=species:S:1:pos:R:3
C -0.159 0.111 -1.055
C 0.243 1.215 -0.491
C -0.679 -1.007 -0.115
C 0.036 0.645 1.461
O -0.466 -0.603 1.264
S 1.702 0.697 2.091
H -0.151 -0.027 -2.165
H 0.722 2.172 -0.730
H -1.876 -1.185 -0.287
H -0.103 -2.011 -0.085
H -0.802 1.236 1.877
H 2.200 -0.489 1.695
```

Calculated values
HOMO-LUMO gap (eV): 9.30



B:
The following is a DFT calculation (wB97M-V/def2-TZVPD) of an isolated molecule of C4H6OS.

Structure (XYZ):
```
12
Properties=species:S:1:pos:R:3
O -1.983 0.303 -1.458
C -1.304 -0.698 -0.722
C -0.268 0.061 0.051
C 1.015 -0.250 0.251
C 1.926 0.480 1.096
S 1.790 1.965 1.800
H -2.186 0.954 -0.817
H -1.907 -1.374 -0.150
H -0.766 -1.290 -1.488
H -0.578 1.111 0.322
H 1.371 -1.238 -0.100
H 2.890 -0.023 1.214
```

Calculated values
SMILES: OC/C=C/C=S
HOMO-LUMO gap (eV): 7.84



C:
The following is a DFT calculation (wB97M-V/def2-TZVPD) of an isolated molecule of C4H6OS.

Structure (XYZ):
```
12
Properties=species:S:1:pos:R:3
C -1.331 0.678 -0.417
O -1.395 -0.396 0.379
C -0.098 -0.417 1.102
C 1.204 -1.167 1.097
C 0.692 -0.549 -0.094
S 0.517 0.857 -0.971
H -1.950 0.480 -1.377
H -1.751 1.573 -0.065
H 0.070 0.394 1.954
H 1.974 -0.827 1.795
H 1.310 -2.095 0.880
H 0.440 -1.335 -0.813
```

Calculated values
SMILES: C1O[C@H]2C[C@@H]2S1
HOMO-LUMO gap (eV): 9.27



According to the calculations, the structures order from most to least stable as B, A, C.



A:
The following is a DFT calculation (wB97M-V/def2-TZVPD) of an isolated molecule of C4H6OS.

Structure (XYZ):
```
12
Properties=species:S:1:pos:R:3
C -1.840 1.406 0.330
C -1.211 0.478 -0.335
O 0.119 0.346 -0.312
C 0.700 -0.934 -0.107
C 2.095 -0.723 0.260
S 3.043 0.269 -0.705
H -2.847 1.474 0.223
H -1.392 2.120 0.900
H -1.780 -0.201 -1.094
H 0.760 -1.608 -1.038
H -0.028 -1.467 0.693
H 2.382 -1.160 1.187
```

Calculated values
SMILES: C=COCC=S
HOMO-LUMO gap (eV): 8.16



B:
The following is a DFT calculation (wB97M-V/def2-TZVPD) of an isolated molecule of C4H6OS.

Structure (XYZ):
```
12
Properties=species:S:1:pos:R:3
C 0.548 1.721 0.015
C 0.278 0.467 -0.340
C 1.350 -0.616 -0.365
S 2.929 -0.350 -0.036
O -0.918 -0.002 -0.652
C -1.518 -0.864 0.286
H 1.539 1.995 0.315
H -0.269 2.457 0.032
H 1.026 -1.564 -0.775
H -2.546 -1.055 -0.016
H -1.473 -0.384 1.256
H -0.945 -1.806 0.280
```

Calculated values
SMILES: C=C(C=S)OC
HOMO-LUMO gap (eV): 8.02



According to the calculations, the structures order from most to least stable as B, A.



A:
The following is a DFT calculation (wB97M-V/def2-TZVPD) of an isolated molecule of C4H6OS.

Structure (XYZ):
```
12
Properties=species:S:1:pos:R:3
C -0.651 1.358 0.077
C 0.672 1.504 -0.037
S 1.815 0.165 -0.114
C 0.666 -1.132 0.348
C -0.692 -0.942 -0.359
O -1.370 0.213 0.088
H -1.279 2.222 0.164
H 1.106 2.509 -0.057
H 1.087 -2.062 0.060
H 0.517 -1.139 1.417
H -1.322 -1.802 -0.164
H -0.550 -0.894 -1.423
```

Calculated values
SMILES: C1=CSCCO1
HOMO-LUMO gap (eV): 8.79



B:
The following is a DFT calculation (wB97M-V/def2-TZVPD) of a structure of composition C4H6OS.

Structure (XYZ):
```
12
Properties=species:S:1:pos:R:3
C 1.934 -0.252 -0.582
C 0.442 0.238 -0.271
C -0.487 -0.613 -0.633
C -1.826 0.614 1.044
H 2.518 0.194 0.409
H 2.171 -1.580 -0.776
H 2.269 0.500 -1.383
H -0.502 -1.452 -1.428
H -2.510 1.419 0.859
H -2.142 -0.050 1.854
O -1.761 -0.245 -0.151
S -0.107 1.226 1.059
```

Calculated values
HOMO-LUMO gap (eV): 8.59



According to the calculations, the structures order from most to least stable as A, B.



A:
The following is a DFT calculation (wB97M-V/def2-TZVPD) of a structure of composition C4H6OS.

Structure (XYZ):
```
12
Properties=species:S:1:pos:R:3
C 0.696 0.768 0.898
C 0.922 1.955 1.437
C -0.745 -0.254 -0.989
C 0.035 -1.450 -0.402
O -0.884 0.629 0.075
S 1.366 -0.769 0.628
H 1.516 1.949 2.349
H 0.324 2.728 1.111
H -0.201 0.271 -1.866
H -1.771 -0.441 -1.359
H -0.507 -2.251 0.216
H 0.603 -1.997 -1.153
```

Calculated values
HOMO-LUMO gap (eV): 9.36



B:
The following is a DFT calculation (wB97M-V/def2-TZVPD) of an isolated molecule of C4H6OS.

Structure (XYZ):
```
12
Properties=species:S:1:pos:R:3
C 1.084 0.811 -0.506
C 0.112 -0.029 -0.110
C 0.386 -1.468 0.272
C -1.301 0.496 -0.017
O -1.391 1.797 0.319
S -2.622 -0.432 -0.273
H 0.899 1.778 -0.881
H 2.091 0.451 -0.599
H -0.018 -1.704 1.257
H -0.163 -2.125 -0.415
H 1.472 -1.651 0.222
H -0.548 2.075 0.732
```

Calculated values
SMILES: C=C(C)C(O)=S
HOMO-LUMO gap (eV): 8.63



C:
The following is a DFT calculation (wB97M-V/def2-TZVPD) of a structure of composition C4H6OS.

Structure (XYZ):
```
12
Properties=species:S:1:pos:R:3
C -1.390 0.096 -0.274
C -0.072 -0.008 0.468
C 1.007 -1.028 -0.074
C 0.807 1.232 0.167
H -1.163 0.114 -1.340
H -1.889 1.034 0.024
H -2.027 -0.771 -0.027
H -0.098 -0.039 1.619
H 0.702 -1.485 -1.039
H 1.251 -1.787 0.673
O 0.587 2.362 -0.080
S 2.283 0.280 -0.116
```

Calculated values
HOMO-LUMO gap (eV): 10.24



D:
The following is a DFT calculation (wB97M-V/def2-TZVPD) of an isolated molecule of C4H6OS.

Structure (XYZ):
```
12
Properties=species:S:1:pos:R:3
C -0.731 -0.702 0.846
C -0.858 0.731 0.089
C 0.503 0.766 -0.500
S 2.003 0.327 0.401
C 0.972 -0.728 -0.661
O -0.007 -1.485 -0.099
H 0.088 -0.456 1.543
H -1.717 -1.207 1.006
H -1.651 0.932 -0.643
H -0.791 1.597 0.844
H 0.730 1.435 -1.316
H 1.459 -1.210 -1.510
```

Calculated values
SMILES: C1C[C@H]2S[C@H]2O1
HOMO-LUMO gap (eV): 9.79



According to the calculations, the structures order from most to least stable as C, B, D, A.